Formula: C5H2O6Tl
Source: the OMol25 dataset
Level of theory: the ωB97M-V functional and the def2-TZVPD basis

Each line ends with the Mulliken charge.
Atoms and positions in Å:
C  -1.39321  1.29759  0.81565  -0.012
C  0.82485  -0.29851  1.88267  -0.038
O  -1.29330  0.45096  -2.92514  0.019
O  2.03557  2.47532  -0.52709  0.021
O  -2.15062  2.05118  1.26716  0.022
H  -2.25560  -1.23123  0.19973  0.394
C  1.30801  1.59175  -0.34148  0.372
C  1.37504  -1.32651  -0.81298  0.000
Tl  0.08575  0.11112  -0.01415  2.324
C  -0.83824  0.27682  -1.87129  0.067
O  2.16435  -2.03794  -1.27091  0.025
H  -1.17563  -2.25598  -0.41822  0.394
O  1.30573  -0.43550  2.92189  0.022
O  -1.55073  -1.91283  0.45724  -0.612

maximum force: 0.28402 Eh/bohr
net charge: +3
DFT total energy: -814.039659 hartree
LUMO: -14.93 eV

Formula: C4H5NO
Source: the OMol25 dataset
Level of theory: the ωB97M-V functional and the def2-TZVPD basis

Each line ends with the Mulliken charge.
Atoms and positions in Å:
C  -2.64651  -0.32878  -0.19264  -0.835
O  2.17067  -0.95884  -0.27417  -0.448
C  0.66762  0.66599  0.44581  -0.181
H  -2.89413  -1.15976  -0.98888  0.220
H  3.04933  -1.18072  -0.41515  0.328
H  2.57367  1.08027  -0.17663  0.390
H  -3.38263  0.36082  0.25394  0.237
C  -1.47501  -0.23974  0.26173  0.447
N  -0.32113  -0.26234  0.66433  -0.301
H  0.36879  1.66234  0.36768  0.409
C  1.88933  0.36075  0.05397  -0.265

expectation value of S²: 2.0318
maximum force: 0.11298 Eh/bohr
net charge: 0
multiplicity: 3
DFT total energy: -285.173660 hartree
LUMO (alpha / beta): 0.73 / -2.16 eV

Formula: C2H2N3O4
Source: the OMol25 dataset
Level of theory: the ωB97M-V functional and the def2-TZVPD basis

Each line ends with the Mulliken charge.
Atoms and positions in Å:
H  -1.20478  -0.17766  2.50543  0.397
O  -1.19260  -0.88438  0.79620  -0.736
N  0.97991  -2.61922  -0.91056  -0.471
N  0.48138  1.61622  -2.41299  0.880
C  0.52940  -1.69907  -0.46375  0.160
O  -0.60728  0.35665  2.98732  -0.610
N  0.80128  2.61185  -2.11882  -0.375
O  0.18561  0.58017  -0.18394  -0.612
O  0.14510  0.58663  -2.86106  -0.519
C  -0.24331  -0.50689  0.11113  0.639
H  0.12529  0.13570  2.55104  0.247

maximum force: 0.11022 Eh/bohr
net charge: -1
DFT total energy: -542.656162 hartree
LUMO: 3.99 eV

Formula: C23H24N6O3S2
Source: the OMol25 dataset
Level of theory: the ωB97M-V functional and the def2-TZVPD basis

Each line ends with the Mulliken charge.
Atoms and positions in Å:
O  -3.60029  1.57592  -0.78110  -0.658
H  -1.38465  -6.21455  1.51942  0.367
S  0.85372  2.67625  -0.70097  -0.074
C  2.06188  2.71370  -1.95803  0.954
C  3.44813  2.98782  -1.62697  0.245
N  -1.38717  0.17023  0.15774  0.518
N  0.14698  2.26079  -3.13622  -0.663
H  -2.57460  4.33259  1.89029  0.457
C  -1.38931  -5.63073  4.51313  -0.822
H  -1.15124  5.16188  -0.00503  0.260
C  -1.97302  0.04712  1.34550  0.409
H  4.76208  3.99901  1.11013  0.309
S  -2.53173  1.52482  2.05152  -0.381
C  -1.22305  -4.21082  0.75388  0.005
C  -1.73607  -2.14487  1.36669  0.905
C  1.48042  2.46631  -3.18095  -0.180
C  -0.33704  2.33194  -1.93482  0.645
C  2.18157  2.41241  -4.48855  -1.279
H  -3.12669  -4.65199  2.79354  0.363
C  -0.17883  -3.94374  -1.42761  -0.573
C  -2.22537  5.03152  -0.11744  -1.115
C  -0.45231  -6.12011  -0.41608  -0.583
C  -1.11189  -2.04596  0.07383  0.700
H  -2.43234  4.73281  -1.14224  0.288
H  -2.70939  5.98750  0.06455  0.414
H  5.16942  1.51952  1.05357  0.291
H  5.41433  4.11277  -0.55496  0.323
C  -0.01943  -5.31616  -1.46663  -0.614
H  5.83965  1.67845  -0.57777  0.311
C  5.69887  2.18396  0.37463  -1.098
N  -1.79804  -3.43248  1.75010  0.187
H  -0.61229  -5.99594  5.16158  0.269
C  -1.05888  -5.58393  0.70761  -0.559
C  -0.78458  -3.38731  -0.31033  0.107
N  -2.17219  -1.08653  2.02299  -0.602
C  -2.47982  2.00573  -0.62311  -0.062
C  -2.04167  2.64671  0.68163  0.640
N  -0.95385  -0.87235  -0.49558  -1.320
H  -2.25929  -6.25908  4.40928  0.277
O  4.36143  3.04023  -2.41907  -0.655
C  4.90502  3.46618  0.16768  -0.294
H  -0.31178  -7.18882  -0.47697  0.400
H  -0.41484  -3.84884  4.00835  0.330
H  3.23670  2.62865  -4.35824  0.309
C  -2.74477  3.99107  0.86747  -0.850
O  3.58843  3.19540  -0.30560  -0.344
N  -1.66908  2.14752  -1.73910  0.071
H  1.73361  3.13373  -5.16936  0.309
H  -0.96187  2.76336  0.74713  0.346
H  -2.81431  -3.03063  3.47081  0.362
H  -2.12743  1.81013  -2.58229  0.245
H  0.44859  -5.77551  -2.32382  0.389
C  -1.29220  -4.47081  3.89287  0.003
H  2.05725  1.42268  -4.92443  0.297
H  0.15259  -3.31041  -2.23485  0.533
C  -2.35346  -3.90375  2.99648  -0.834
H  -3.81793  3.84491  0.73119  0.343
H  6.67207  2.42170  0.79453  0.381

maximum force: 0.02387 Eh/bohr
net charge: 0
DFT total energy: -2241.506172 hartree
LUMO: -0.26 eV